Molecular formula: C4H5ClN2P
Method: DFT, the ωB97M-V functional and the def2-TZVPD basis

Each line ends with the Löwdin charge.
Geometry (Å):
1 Cl -2.127 -0.223 -2.417  0.305
2 P -0.322 -0.146 -0.977  0.774
3 N 1.118 -2.658 -1.087  0.223
4 N 1.565 1.745 -2.191  0.211
5 C -0.883 0.335 0.703  -0.315
6 C 0.546 -1.683 -1.079  -0.317
7 C 0.317 0.116 1.687  -0.116
8 C 0.764 1.088 -1.726  -0.303
9 H -1.795 -0.148 0.863  0.072
10 H 0.167 -0.828 2.354  0.124
11 H 1.350 -0.040 1.163  0.102
12 H -1.082 1.412 0.334  0.129
13 H 0.381 1.030 2.372  0.111

Values from the calculation:
gap between HOMO and LUMO: 9.843 eV
HOMO level: -17.009 eV
net charge: +1
lowest unoccupied orbital energy: -0.2633 Eh